1.
{
  "formula": "C5H11N2S",
  "method": "ωB97M-V/def2-TZVPD",
  "energy_ha": -704.39058,
  "gap_ev": [6.38, 6.38],
  "charge": 1,
  "e_above_lowest_kj_mol": 525.1,
  "homo_energy_ha": [-0.4359, -0.4359],
  "fmax_ev_per_a": 4.21,
  "lumo_ev": [-5.483, -5.484],
  "species": ["C", "C", "C", "C", "C", "N", "N", "S", "H", "H", "H", "H", "H", "H", "H", "H", "H", "H", "H"],
  "xyz": [[1.61, 0.06, -0.22], [1.05, -1.07, 0.63], [-1.47, -0.07, -0.13], [3.12, -0.16, -0.38], [-1.89, 0.68, 1.16], [0.97, 0.95, -0.73], [-2.22, 0.41, -1.27], [-0.60, -1.50, -0.03], [1.44, -2.10, 0.62], [0.95, -0.85, 1.61], [3.55, 0.44, 0.36], [3.47, -0.02, -1.36], [3.31, -1.13, -0.05], [-1.25, 1.57, 1.37], [-1.96, 0.05, 2.10], [-2.78, 1.23, 1.09], [-3.19, 0.85, -1.06], [-2.51, -0.42, -1.88], [-1.59, 1.08, -1.83]],
  "mulliken_charge": [0.780, -0.726, 0.111, -1.201, -1.282, -0.562, -0.266, -0.103, 0.398, 0.438, 0.345, 0.390, 0.355, 0.308, 0.298, 0.487, 0.396, 0.420, 0.416]
}

***

2.
{
  "formula": "C5H11N2S",
  "method": "ωB97M-V/def2-TZVPD",
  "energy_ha": -704.42946,
  "gap_ev": [8.86, 8.86],
  "charge": 1,
  "e_above_lowest_kj_mol": 423.0,
  "homo_energy_ha": [-0.4750, -0.4750],
  "fmax_ev_per_a": 4.12,
  "lumo_ev": [-4.068, -4.067],
  "species": ["C", "C", "C", "C", "C", "N", "N", "S", "H", "H", "H", "H", "H", "H", "H", "H", "H", "H", "H"],
  "xyz": [[2.01, -0.48, -0.86], [2.21, 0.44, 0.27], [-0.37, -0.09, 0.33], [-0.24, -1.22, 1.33], [-1.82, 1.14, -1.16], [0.90, -0.83, -1.28], [-1.79, 0.23, 0.01], [0.66, 1.32, 0.67], [2.87, -0.95, -1.31], [2.63, -0.18, 1.12], [2.98, 1.15, -0.09], [-1.17, -1.61, 1.81], [0.45, -0.96, 2.06], [0.13, -2.05, 0.62], [-0.87, 0.84, -1.69], [-2.71, 1.15, -1.81], [-1.66, 2.09, -0.64], [-2.08, -0.76, -0.20], [-2.10, 0.75, 0.83]],
  "mulliken_charge": [0.099, -0.573, 0.121, -1.413, -0.752, -0.558, -0.064, -0.038, 0.453, 0.311, 0.426, 0.404, 0.367, 0.390, 0.328, 0.340, 0.367, 0.406, 0.387]
}

***

3.
{
  "formula": "C5H11N2S",
  "method": "ωB97M-V/def2-TZVPD",
  "energy_ha": -704.41595,
  "gap_ev": 10.75,
  "charge": 1,
  "e_above_lowest_kj_mol": 458.5,
  "homo_energy_ha": -0.5100,
  "fmax_ev_per_a": 4.79,
  "lumo_ev": -3.129,
  "species": ["C", "C", "C", "C", "C", "N", "N", "S", "H", "H", "H", "H", "H", "H", "H", "H", "H", "H", "H"],
  "xyz": [[0.45, -1.43, 2.07], [-2.41, 0.50, -1.18], [0.06, -1.16, 0.86], [1.65, -0.28, -0.93], [-0.27, 0.98, -0.22], [-1.25, 0.19, -1.49], [0.72, 0.02, 0.19], [-1.00, 1.68, 1.26], [-0.04, -2.23, 2.62], [1.15, -0.85, 2.49], [-3.25, 0.24, -1.93], [-2.87, 0.85, -0.24], [-0.71, -1.76, 0.47], [2.51, -0.93, -0.83], [0.92, -0.63, -1.64], [2.13, 0.61, -1.16], [0.34, 1.77, -0.70], [1.43, 0.43, 0.76], [-1.47, 2.89, 0.64]],
  "mulliken_charge": [-0.693, -0.156, -0.177, -1.030, -0.203, -0.342, 0.007, -0.170, 0.271, 0.295, 0.272, 0.274, 0.398, 0.341, 0.438, 0.422, 0.360, 0.430, 0.264]
}

***

4.
{
  "formula": "C5H11N3",
  "method": "ωB97M-V/def2-TZVPD",
  "energy_ha": -361.18749,
  "gap_ev": [7.02, 7.02],
  "e_above_lowest_kj_mol": 530.1,
  "homo_energy_ha": [-0.2507, -0.2506],
  "fmax_ev_per_a": 2.81,
  "lumo_ev": [0.199, 0.198],
  "species": ["C", "C", "N", "H", "H", "H", "H", "H", "C", "N", "C", "C", "N", "H", "H", "H", "H", "H", "H"],
  "xyz": [[1.85, 0.95, -0.67], [0.98, -0.27, -0.88], [1.29, -1.21, -1.72], [2.26, -1.12, -2.01], [0.60, -0.62, 0.84], [1.41, 1.66, 0.03], [2.82, 0.63, -0.30], [1.98, 1.46, -1.62], [-0.69, -0.08, 1.05], [-0.38, 1.18, 1.61], [-1.32, -0.59, -1.46], [-1.71, -0.83, 1.54], [-0.46, -0.06, -0.67], [-1.20, 1.76, 1.72], [0.11, 1.17, 2.50], [-0.99, -1.09, -2.37], [-2.36, -0.64, -1.16], [-2.12, -0.61, 2.52], [-2.07, -1.72, 1.04]],
  "mulliken_charge": [-1.242, 0.452, -0.739, 0.255, 0.172, 0.410, 0.319, 0.347, 0.331, -0.507, -0.499, -1.102, 0.049, 0.224, 0.241, 0.314, 0.399, 0.265, 0.310]
}

***

5.
{
  "formula": "C5H11N3",
  "method": "ωB97M-V/def2-TZVPD",
  "energy_ha": -361.33386,
  "gap_ev": 7.97,
  "e_above_lowest_kj_mol": 145.8,
  "homo_energy_ha": -0.2537,
  "fmax_ev_per_a": 2.38,
  "lumo_ev": 1.069,
  "species": ["C", "C", "C", "C", "C", "N", "N", "N", "H", "H", "H", "H", "H", "H", "H", "H", "H", "H", "H"],
  "xyz": [[0.94, 0.38, 1.47], [0.63, 0.13, -0.83], [1.70, -0.03, 0.23], [0.62, -0.91, -1.93], [-0.40, 0.28, 1.31], [-2.03, 0.37, -0.42], [-1.39, 0.53, 2.23], [-0.74, -0.02, 0.00], [1.44, 0.68, 2.37], [0.64, 1.15, -1.26], [-2.39, -0.34, -1.05], [-2.00, 1.26, -0.93], [-2.31, 0.27, 1.91], [-1.18, 0.23, 3.17], [2.57, 0.60, 0.06], [2.04, -1.07, 0.28], [0.50, -1.90, -1.50], [-0.20, -0.74, -2.63], [1.55, -0.87, -2.49]],
  "mulliken_charge": [-0.874, 0.154, -0.468, -1.497, 0.377, -0.710, -0.473, 0.216, 0.381, 0.254, 0.232, 0.215, 0.252, 0.259, 0.325, 0.232, 0.370, 0.373, 0.382]
}

***

6.
{
  "formula": "C5H11N3",
  "method": "ωB97M-V/def2-TZVPD",
  "energy_ha": -361.15097,
  "gap_ev": [7.80, 8.05],
  "e_above_lowest_kj_mol": 626.0,
  "homo_energy_ha": [-0.2600, -0.2620],
  "fmax_ev_per_a": 5.17,
  "lumo_ev": [0.725, 0.925],
  "species": ["C", "C", "C", "C", "C", "N", "N", "N", "H", "H", "H", "H", "H", "H", "H", "H", "H", "H", "H"],
  "xyz": [[0.00, 2.12, 0.71], [-0.25, 1.71, -0.79], [-0.16, 0.26, -0.87], [1.00, -2.08, -0.73], [0.94, -0.63, -1.32], [-0.33, 1.36, 1.65], [-0.49, 0.10, 1.56], [-1.49, -0.68, 2.12], [0.45, 2.99, 1.07], [-1.39, 2.16, -0.90], [0.54, 2.16, -1.41], [-1.09, -0.08, -0.97], [1.91, -2.70, -1.24], [0.11, -2.49, -0.90], [1.09, -1.93, 0.32], [0.78, -0.84, -2.32], [1.84, -0.17, -1.16], [-2.26, -0.06, 2.25], [-1.21, -1.20, 2.93]],
  "mulliken_charge": [-0.286, -0.275, -0.641, -1.217, -0.503, -0.562, 0.215, -0.481, 0.467, 0.203, 0.318, 0.552, 0.273, 0.392, 0.345, 0.323, 0.407, 0.237, 0.233]
}

***

7.
{
  "formula": "C5H11N3",
  "method": "ωB97M-V/def2-TZVPD",
  "energy_ha": -361.35648,
  "gap_ev": 10.09,
  "e_above_lowest_kj_mol": 86.4,
  "homo_energy_ha": -0.3384,
  "fmax_ev_per_a": 1.02,
  "lumo_ev": 0.885,
  "species": ["C", "C", "C", "N", "H", "H", "H", "H", "H", "H", "H", "C", "C", "N", "N", "H", "H", "H", "H"],
  "xyz": [[-0.20, -0.59, 1.42], [-1.54, 0.01, 1.01], [-0.32, -0.13, -1.67], [-0.98, -0.84, -2.49], [-1.62, -0.32, -3.09], [-0.43, 0.95, -1.51], [-0.31, -1.68, 1.50], [0.09, -0.22, 2.41], [-1.45, 1.09, 0.87], [-2.27, -0.18, 1.80], [-1.91, -0.44, 0.09], [1.44, 1.14, 0.54], [0.96, -0.29, 0.44], [1.97, 1.86, -0.35], [0.65, -0.71, -0.92], [2.04, 1.42, -1.27], [0.69, -1.71, -1.07], [1.37, 1.56, 1.52], [1.83, -0.89, 0.76]],
  "mulliken_charge": [-0.551, -1.167, -0.060, -0.743, 0.254, 0.407, 0.344, 0.387, 0.301, 0.377, 0.332, -0.287, 0.185, -0.710, -0.305, 0.285, 0.320, 0.433, 0.198]
}

***

8.
{
  "formula": "C5H11N3",
  "method": "ωB97M-V/def2-TZVPD",
  "energy_ha": -360.50530,
  "gap_ev": [7.68, 9.35],
  "charge": 2,
  "e_above_lowest_kj_mol": 780.9,
  "homo_energy_ha": [-0.6812, -0.7238],
  "fmax_ev_per_a": 4.09,
  "lumo_ev": [-10.854, -10.350],
  "species": ["C", "C", "C", "C", "C", "N", "N", "N", "H", "H", "H", "H", "H", "H", "H", "H", "H", "H", "H"],
  "xyz": [[0.38, -1.90, 0.67], [1.53, 0.18, 0.29], [2.38, 1.28, -0.04], [-1.32, 0.12, -1.42], [-2.10, 0.42, 0.88], [-0.72, -1.42, 0.42], [1.54, -1.06, 0.58], [-1.19, -0.33, -0.03], [0.38, -2.99, 0.81], [1.85, 2.18, 0.15], [2.43, 1.24, -1.15], [3.47, 1.20, 0.34], [-1.52, -0.69, -2.14], [-2.18, 0.90, -1.47], [-0.42, 0.58, -1.78], [-2.86, -0.23, 1.21], [-1.63, 0.90, 1.79], [-2.53, 1.22, 0.30], [2.52, -1.61, 0.60]],
  "mulliken_charge": [-0.101, 0.508, -0.887, -0.625, -0.797, -0.272, -0.154, 0.455, 0.439, 0.358, 0.348, 0.370, 0.365, 0.292, 0.300, 0.386, 0.325, 0.309, 0.383]
}

***

Repeat the sixth record exactly.
{
  "formula": "C5H11N3",
  "method": "ωB97M-V/def2-TZVPD",
  "energy_ha": -361.15097,
  "gap_ev": [7.80, 8.05],
  "e_above_lowest_kj_mol": 626.0,
  "homo_energy_ha": [-0.2600, -0.2620],
  "fmax_ev_per_a": 5.17,
  "lumo_ev": [0.725, 0.925],
  "species": ["C", "C", "C", "C", "C", "N", "N", "N", "H", "H", "H", "H", "H", "H", "H", "H", "H", "H", "H"],
  "xyz": [[0.00, 2.12, 0.71], [-0.25, 1.71, -0.79], [-0.16, 0.26, -0.87], [1.00, -2.08, -0.73], [0.94, -0.63, -1.32], [-0.33, 1.36, 1.65], [-0.49, 0.10, 1.56], [-1.49, -0.68, 2.12], [0.45, 2.99, 1.07], [-1.39, 2.16, -0.90], [0.54, 2.16, -1.41], [-1.09, -0.08, -0.97], [1.91, -2.70, -1.24], [0.11, -2.49, -0.90], [1.09, -1.93, 0.32], [0.78, -0.84, -2.32], [1.84, -0.17, -1.16], [-2.26, -0.06, 2.25], [-1.21, -1.20, 2.93]],
  "mulliken_charge": [-0.286, -0.275, -0.641, -1.217, -0.503, -0.562, 0.215, -0.481, 0.467, 0.203, 0.318, 0.552, 0.273, 0.392, 0.345, 0.323, 0.407, 0.237, 0.233]
}

***

Repeat the fourth record exactly.
{
  "formula": "C5H11N3",
  "method": "ωB97M-V/def2-TZVPD",
  "energy_ha": -361.18749,
  "gap_ev": [7.02, 7.02],
  "e_above_lowest_kj_mol": 530.1,
  "homo_energy_ha": [-0.2507, -0.2506],
  "fmax_ev_per_a": 2.81,
  "lumo_ev": [0.199, 0.198],
  "species": ["C", "C", "N", "H", "H", "H", "H", "H", "C", "N", "C", "C", "N", "H", "H", "H", "H", "H", "H"],
  "xyz": [[1.85, 0.95, -0.67], [0.98, -0.27, -0.88], [1.29, -1.21, -1.72], [2.26, -1.12, -2.01], [0.60, -0.62, 0.84], [1.41, 1.66, 0.03], [2.82, 0.63, -0.30], [1.98, 1.46, -1.62], [-0.69, -0.08, 1.05], [-0.38, 1.18, 1.61], [-1.32, -0.59, -1.46], [-1.71, -0.83, 1.54], [-0.46, -0.06, -0.67], [-1.20, 1.76, 1.72], [0.11, 1.17, 2.50], [-0.99, -1.09, -2.37], [-2.36, -0.64, -1.16], [-2.12, -0.61, 2.52], [-2.07, -1.72, 1.04]],
  "mulliken_charge": [-1.242, 0.452, -0.739, 0.255, 0.172, 0.410, 0.319, 0.347, 0.331, -0.507, -0.499, -1.102, 0.049, 0.224, 0.241, 0.314, 0.399, 0.265, 0.310]
}